(1)
A cluster of 6 separate species, C15H36N5O6 in total in a non-equilibrium geometry. Source: OMol25; level of theory: ωB97M-V/def2-TZVPD.

spin multiplicity = 1
molar mass = 382.5 u
total charge = -1
highest occupied orbital energy = -6.4 eV
orbital gap = 8.866 eV

Structure (XYZ):
```
62
C15H36N5O6 | OMol25 | ωB97M-V/def2-TZVPD
O -0.345 0.560 -0.254
H -1.011 1.127 0.101
C 1.470 0.673 -3.550
C 0.363 1.674 -3.807
O 0.226 2.167 -4.941
N -0.347 1.976 -2.689
C -1.558 2.769 -2.758
H 1.411 -0.149 -4.273
H 1.386 0.238 -2.561
H 2.447 1.124 -3.647
H -0.259 1.376 -1.866
H -2.333 2.338 -3.377
H -1.326 3.730 -3.236
H -2.010 2.880 -1.779
C -1.325 -3.263 1.061
C -2.223 -2.250 1.679
O -3.204 -2.646 2.330
N -1.919 -0.944 1.533
C -2.672 0.079 2.263
H -0.480 -2.804 0.537
H -1.886 -3.844 0.322
H -0.970 -3.875 1.883
H -1.276 -0.633 0.789
H -2.060 0.958 2.320
H -3.048 -0.408 3.146
H -3.559 0.456 1.737
C 3.028 2.814 0.046
C 1.964 3.550 0.780
O 2.202 4.622 1.312
N 0.735 2.964 0.735
C -0.397 3.678 1.216
H 3.961 2.897 0.600
H 3.235 3.373 -0.870
H 2.905 1.758 -0.186
H 0.635 2.019 0.335
H -0.717 3.364 2.214
H -1.278 3.659 0.578
H -0.132 4.721 1.254
C -3.187 -0.685 -2.024
C -2.138 -1.759 -2.406
O -2.541 -2.699 -3.076
N -0.860 -1.563 -2.080
C 0.109 -2.556 -2.449
H -3.791 -0.619 -2.933
H -2.981 0.317 -1.678
H -3.824 -1.256 -1.324
H -0.595 -0.806 -1.472
H 0.147 -2.719 -3.532
H -0.049 -3.534 -1.990
H 1.101 -2.227 -2.157
C 3.491 -3.207 4.072
C 2.316 -2.531 3.333
O 1.423 -3.209 2.873
N 2.444 -1.237 3.018
C 1.402 -0.485 2.356
H 4.065 -2.556 4.716
H 4.195 -3.548 3.306
H 3.074 -4.111 4.510
H 3.154 -0.693 3.489
H 1.375 -0.739 1.300
H 1.578 0.568 2.429
H 0.457 -0.875 2.738
```

Here is what natural (NBO) gives for the atomic charges, in e:
1 O -1.2499
2 H 0.4214
3 C -0.7013
4 C 0.6738
5 O -0.6698
6 N -0.6437
7 C -0.4161
8 H 0.2266
9 H 0.2135
10 H 0.2221
11 H 0.4553
12 H 0.1895
13 H 0.2054
14 H 0.1944
15 C -0.6994
16 C 0.6683
17 O -0.6882
18 N -0.6443
19 C -0.4249
20 H 0.2123
21 H 0.2288
22 H 0.2507
23 H 0.4540
24 H 0.1931
25 H 0.2296
26 H 0.1777
27 C -0.7123
28 C 0.6680
29 O -0.6648
30 N -0.6445
31 C -0.4232
32 H 0.2213
33 H 0.2362
34 H 0.2228
35 H 0.4576
36 H 0.1810
37 H 0.1893
38 H 0.2274
39 C -0.7198
40 C 0.6848
41 O -0.6726
42 N -0.6419
43 C -0.4138
44 H 0.2280
45 H 0.2182
46 H 0.2336
47 H 0.4577
48 H 0.1996
49 H 0.1962
50 H 0.1959
51 C -0.7087
52 C 0.6674
53 O -0.6387
54 N -0.6041
55 C -0.4311
56 H 0.2054
57 H 0.2281
58 H 0.2382
59 H 0.3823
60 H 0.2223
61 H 0.2087
62 H 0.2266

(2)
A cluster of 5 separate species, C15H36O5PS4 in total in a non-equilibrium geometry. Source: OMol25; level of theory: ωB97M-V/def2-TZVPD.

spin multiplicity = 1
molar mass = 455.7 u
total charge = -1
highest occupied orbital energy = -2.7 eV
orbital gap = 4.694 eV

Structure (XYZ):
```
61
C15H36O5PS4 | OMol25 | ωB97M-V/def2-TZVPD
P -1.975 -1.181 -0.745
C -3.071 -2.780 -0.832
O -2.365 -3.989 -0.474
C -1.402 -4.408 -1.334
C -0.156 -4.721 -0.788
C 0.871 -5.155 -1.619
C 0.646 -5.280 -2.981
C -0.596 -4.968 -3.528
C -1.627 -4.542 -2.702
H -2.817 -0.525 -1.808
H -1.098 -1.692 -1.829
H -1.181 -1.882 0.303
H -2.919 -0.594 0.277
H -1.174 -0.011 -0.636
H -3.619 -2.870 -1.778
H -3.834 -2.653 -0.062
H -0.022 -4.609 0.274
H 1.829 -5.364 -1.162
H 1.440 -5.609 -3.640
H -0.771 -5.041 -4.591
H -2.595 -4.283 -3.097
C 1.358 2.639 1.687
S 1.666 1.676 0.195
O 0.355 1.116 -0.241
C 2.561 0.350 1.013
H 0.761 3.511 1.419
H 0.812 2.026 2.405
H 2.309 2.967 2.110
H 1.930 -0.107 1.774
H 3.473 0.749 1.460
H 2.817 -0.396 0.265
C 4.063 -4.974 1.155
S 2.625 -4.089 1.776
O 3.085 -2.725 2.142
C 2.480 -5.020 3.308
H 4.350 -4.518 0.210
H 4.883 -4.892 1.870
H 3.801 -6.020 0.992
H 3.405 -4.934 3.880
H 2.267 -6.064 3.078
H 1.655 -4.595 3.875
C 0.482 8.255 0.676
S -0.245 6.726 0.065
O -0.227 5.766 1.200
C 1.123 6.281 -1.010
H -0.202 8.680 1.407
H 1.442 8.043 1.149
H 0.611 8.951 -0.154
H 2.040 6.200 -0.425
H 1.232 7.035 -1.790
H 0.889 5.319 -1.464
C -4.429 3.572 0.255
S -2.936 4.425 -0.274
O -3.115 4.757 -1.721
C -1.849 3.011 -0.169
H -5.250 4.286 0.229
H -4.635 2.743 -0.423
H -4.292 3.205 1.271
H -2.210 2.200 -0.803
H -1.787 2.678 0.866
H -0.865 3.322 -0.507
```

Here is what natural (NBO) gives for the atomic charges, in e:
1 P 0.4623
2 C -0.3816
3 O -0.5519
4 C 0.4313
5 C -0.2918
6 C -0.2067
7 C -0.2756
8 C -0.2030
9 C -0.2969
10 H -0.2338
11 H -0.2124
12 H -0.2155
13 H -0.2565
14 H -0.0817
15 H 0.1427
16 H 0.1739
17 H 0.2140
18 H 0.1844
19 H 0.1926
20 H 0.1983
21 H 0.2169
22 C -0.8449
23 S 1.2254
24 O -0.9687
25 C -0.8231
26 H 0.2591
27 H 0.2282
28 H 0.2130
29 H 0.2460
30 H 0.2110
31 H 0.2462
32 C -0.8357
33 S 1.2871
34 O -0.9883
35 C -0.8337
36 H 0.2422
37 H 0.2223
38 H 0.2256
39 H 0.2211
40 H 0.2250
41 H 0.2441
42 C -0.8326
43 S 1.2752
44 O -0.9956
45 C -0.8343
46 H 0.2365
47 H 0.2246
48 H 0.2225
49 H 0.2240
50 H 0.2248
51 H 0.2532
52 C -0.8305
53 S 1.2279
54 O -1.0103
55 C -0.8205
56 H 0.2201
57 H 0.2429
58 H 0.2264
59 H 0.2685
60 H 0.2359
61 H 0.2303

(3)
A cluster of 3 separate species, C15H38N2O7P in total. Source: OMol25; level of theory: ωB97M-V/def2-TZVPD.

spin multiplicity = 1
molar mass = 389.4 u
total charge = -1
highest occupied orbital energy = -1.5 eV
orbital gap = 3.687 eV

Structure (XYZ):
```
63
C15H38N2O7P | OMol25 | ωB97M-V/def2-TZVPD
N -6.199 -4.430 -0.083
C -5.107 -4.608 0.899
C -5.603 -4.398 2.337
C -5.224 -3.045 2.937
P -5.543 -1.635 1.954
N -4.009 -1.283 1.238
O -5.660 -0.499 3.218
H -5.811 -4.404 -1.021
H -6.579 -3.496 0.067
H -4.693 -5.614 0.763
H -4.293 -3.894 0.719
H -5.190 -5.202 2.961
H -6.694 -4.582 2.317
H -5.751 -2.868 3.881
H -3.248 -1.392 1.910
H -3.976 -0.392 0.755
H -6.000 0.313 2.826
C 2.751 -0.806 5.557
O 2.682 -1.076 4.180
C 2.018 -2.281 3.842
C 1.031 -2.093 2.713
O -0.106 -1.340 3.071
C -0.028 0.069 3.101
C -0.020 0.717 1.735
O 1.210 0.526 1.057
C 1.081 0.228 -0.314
H 3.533 -1.394 6.053
H 2.986 0.252 5.674
H 1.796 -1.009 6.055
H 1.488 -2.683 4.712
H 2.758 -3.029 3.523
H 0.640 -3.087 2.478
H 1.529 -1.700 1.823
H 0.809 0.429 3.707
H -0.962 0.379 3.576
H -0.202 1.792 1.873
H -0.851 0.309 1.148
H 0.289 -0.507 -0.494
H 2.030 -0.193 -0.646
H 0.873 1.119 -0.917
C 2.738 2.330 -7.113
O 2.438 3.132 -5.998
C 1.176 2.888 -5.408
C 1.255 2.847 -3.899
O 1.940 1.720 -3.387
C 3.354 1.716 -3.390
C 3.981 2.592 -2.328
O 3.838 3.968 -2.622
C 3.547 4.776 -1.507
H 2.229 2.682 -8.019
H 3.814 2.384 -7.276
H 2.459 1.285 -6.943
H 0.759 1.941 -5.771
H 0.477 3.689 -5.683
H 0.227 2.735 -3.541
H 1.656 3.784 -3.507
H 3.765 1.946 -4.376
H 3.625 0.689 -3.132
H 5.048 2.333 -2.272
H 3.529 2.356 -1.358
H 2.766 4.330 -0.881
H 3.192 5.735 -1.883
H 4.432 4.950 -0.884
```

Here is what natural (NBO) gives for the atomic charges, in e:
1 N -0.8582
2 C -0.2285
3 C -0.4222
4 C -1.0507
5 P 1.0549
6 N -1.2195
7 O -1.0130
8 H 0.3313
9 H 0.3583
10 H 0.1569
11 H 0.1848
12 H 0.1798
13 H 0.1604
14 H 0.1955
15 H 0.3698
16 H 0.3476
17 H 0.4629
18 C -0.2438
19 O -0.5528
20 C -0.0871
21 C -0.0882
22 O -0.5339
23 C -0.0875
24 C -0.0934
25 O -0.5588
26 C -0.2489
27 H 0.1584
28 H 0.1853
29 H 0.1717
30 H 0.1741
31 H 0.1649
32 H 0.1926
33 H 0.1847
34 H 0.1767
35 H 0.1992
36 H 0.1640
37 H 0.1854
38 H 0.1761
39 H 0.1796
40 H 0.1710
41 C -0.2445
42 O -0.5513
43 C -0.0875
44 C -0.0883
45 O -0.5435
46 C -0.0843
47 C -0.0924
48 O -0.5522
49 C -0.2466
50 H 0.1639
51 H 0.1881
52 H 0.1680
53 H 0.1722
54 H 0.1707
55 H 0.1900
56 H 0.1902
57 H 0.1869
58 H 0.1875
59 H 0.1689
60 H 0.1797
61 H 0.1717
62 H 0.1882
63 H 0.1651